[1]
Computed, not measured: a structure of composition C16H33BCl7CsF5MgNO13PS2 in a non-equilibrium geometry, with ωB97M-V/def2-TZVPD.

Geometry as XYZ:
```
81
Properties=species:S:1:pos:R:3
C 6.14557 -1.71660 1.65289
C 6.49723 -0.31395 0.87299
S 5.69079 -0.33349 -0.85892
C 3.88821 0.23335 -0.67794
O 3.67698 0.55333 0.74336
P 2.29348 -0.27829 1.40773
O 1.03242 0.10287 0.53722
O 2.01576 0.44860 3.00490
C 1.41430 1.77763 2.81567
O 2.52141 -1.97706 1.69389
C 1.59180 -2.81692 0.92622
C 0.03367 -2.79986 1.49584
F 1.66782 -2.60183 -0.56266
H 5.49362 -2.45759 1.00106
H 7.13230 -2.27146 1.96196
H 5.50391 -1.43687 2.59165
H 7.67147 -0.27892 0.68782
H 6.19653 0.64646 1.48381
H 3.74466 1.21189 -1.33737
H 3.18831 -0.60694 -1.10271
H 0.25214 1.62671 2.76436
H 1.83632 2.30048 1.84305
H 1.76521 2.45973 3.72052
H 1.96128 -3.94158 1.08181
H -0.07118 -2.04217 2.38386
H -0.65497 -2.52406 0.56085
H -0.28311 -3.86884 1.90295
C -2.69246 -5.02177 4.30682
Cl -3.96449 -5.19871 3.08608
Cl -1.22114 -5.86878 3.79941
Cl -2.35215 -3.30896 4.60682
H -3.04460 -5.47131 5.23878
C -0.03096 0.10671 -3.78336
C 0.18524 -0.07043 -5.28552
C 1.65535 -0.42759 -5.49832
S 2.19046 -1.25140 -4.00613
O 3.18393 -0.42422 -3.35426
O 2.41517 -2.65464 -4.29047
C 0.65038 -1.08391 -3.12538
H -1.09381 0.15278 -3.52867
H 0.43858 1.03981 -3.44977
H -0.44940 -0.88662 -5.65157
H -0.08655 0.83160 -5.84264
H 1.78694 -1.09867 -6.35088
H 2.26960 0.46737 -5.63027
H 0.84254 -0.93499 -2.06149
H 0.07511 -2.00167 -3.27979
Cl -2.36449 -3.17884 1.32552
Cs -0.56449 2.56491 -3.65573
N -2.36453 2.68734 2.01980
O -1.29258 2.87499 2.61886
O -3.29130 2.07963 2.58061
O -2.50958 3.10747 0.85984
C -9.75417 -0.59389 4.73395
C -9.52141 -0.81196 3.24890
O -8.16463 -0.52266 2.88669
C -7.24694 -1.44581 3.26478
O -7.47080 -2.48318 3.86689
O -6.02135 -1.00371 2.87810
C -4.94777 -1.83532 3.31526
H -9.46127 0.42030 5.02438
H -10.80841 -0.74519 4.98536
H -9.15810 -1.28159 5.33999
H -10.15250 -0.12033 2.68077
H -9.79356 -1.82734 2.93830
H -5.09103 -2.87200 2.99481
H -4.85195 -1.77632 4.40410
H -4.02355 -1.46047 2.86646
Mg 7.59159 0.75124 -2.40308
C 7.87002 2.64174 -6.75743
Cl 6.38483 3.44223 -7.29873
Cl 9.16171 2.85370 -7.95169
Cl 8.37397 3.26771 -5.17827
H 7.66741 1.57254 -6.65537
O -0.77097 5.74486 -6.57197
H -0.84585 6.31766 -7.31327
B 0.09161 7.12862 0.09155
F 1.47951 7.50497 -0.12194
F -0.37779 6.34562 -1.03986
F -0.01440 6.33675 1.30626
F -0.72098 8.32717 0.22194
```

For the maximum force, the calculation gives 8.89 eV/A. As for the charge: -1. As for the HOMO-LUMO gap: 1.3 eV. The HOMO energy is -0.197 hartree.

=====

[2]
Computed, not measured: a cluster of 2 separate species, C16H33BN3O6 in total in a non-equilibrium geometry, with ωB97M-V/def2-TZVPD.

Geometry as XYZ:
```
59
Properties=species:S:1:pos:R:3
C 3.72568 1.91550 4.25159
O 4.42236 0.90736 3.53970
C 4.01615 0.79835 2.21289
C 2.60974 0.20207 2.03887
C 2.26923 0.21800 0.54342
N 0.87340 0.54785 0.25297
C -0.12565 -0.38144 0.37775
B -0.06842 -1.90448 0.85645
O -0.44888 -2.85987 -0.05827
O 0.33377 -2.26555 2.10997
C -1.27336 0.21618 0.02270
N -0.93081 1.50016 -0.30829
C 0.36327 1.71631 -0.15914
C 1.14859 2.94114 -0.41701
C 0.70178 4.23592 0.31864
C -0.66748 4.22634 0.98446
C -0.93309 5.48778 1.83324
C -1.80349 5.13380 3.02172
N -3.19389 4.90459 2.60115
H 2.76312 1.54730 4.60290
H 4.29070 2.20802 5.12731
H 3.57802 2.78472 3.61127
H 4.73479 0.15152 1.71708
H 4.03801 1.76616 1.69006
H 1.87622 0.71230 2.65202
H 2.68193 -0.82886 2.36203
H 2.45679 -0.76213 0.12239
H 2.93933 0.88164 0.01496
H -1.36834 -2.66073 -0.28323
H -0.41203 -2.18925 2.71856
H -2.25538 -0.20325 0.00862
H -1.53516 2.24609 -0.62345
H 1.22575 3.10505 -1.48645
H 2.15673 2.72614 -0.09324
H 0.66343 5.01667 -0.43412
H 1.44858 4.57051 1.02771
H -1.41998 4.21473 0.19028
H -0.85437 3.35050 1.60488
H -1.51096 6.19034 1.24240
H -0.00304 5.92058 2.18512
H -1.80267 5.91373 3.77704
H -1.42325 4.23083 3.51232
H -3.23949 4.19573 1.87729
H -3.70453 4.50528 3.37945
C -3.76254 -6.83703 -4.99948
C -2.39456 -6.86649 -5.64614
O -1.65990 -5.65764 -5.38863
C -1.10848 -5.56970 -4.18395
O -1.14857 -6.39895 -3.31420
O -0.48882 -4.38750 -4.09766
C 0.09754 -4.13200 -2.82132
H -4.30973 -5.94460 -5.30673
H -4.33619 -7.71763 -5.28644
H -3.68294 -6.81735 -3.91309
H -2.49311 -6.92270 -6.72811
H -1.81609 -7.73094 -5.32258
H 0.75615 -4.94478 -2.52250
H -0.67637 -3.98741 -2.08002
H 0.68053 -3.21886 -2.91514
```

For the maximum force, the calculation gives 1.73 eV/A. As for the charge: +1. As for the HOMO-LUMO gap: 9.2 eV. The HOMO energy is -0.440 hartree. As for the relative energy (zero: lowest compared OMol25 entry of this formula, charge and spin): 0.00 kJ/mol.

=====

[3]
Computed, not measured: a cluster of 8 separate species, C16H33IN8O16PS in total in a non-equilibrium geometry, with ωB97M-V/def2-TZVPD.

Geometry as XYZ:
```
76
Properties=species:S:1:pos:R:3
C -3.99017 3.30320 0.04418
C -4.04497 1.81731 0.37089
C -2.74916 1.11330 0.04263
I -2.95582 -1.01878 0.26014
C -1.60116 1.63629 0.80010
C -0.86743 2.57873 0.28144
C 0.16785 3.07485 0.90323
C 0.95337 4.12565 0.19235
O 1.83777 3.80016 -0.57769
O 0.63831 5.40940 0.43245
C 0.49624 2.59514 2.12843
P 1.93584 3.15679 3.11849
S 3.55169 3.37401 2.11358
C -0.24555 1.66655 2.62650
N -1.26842 1.19790 1.96999
H -4.95500 3.66601 -0.21851
H -3.33898 3.44098 -0.79544
H -3.58607 3.84629 0.87914
H -4.78017 1.38876 -0.28068
H -4.39320 1.61802 1.36653
H -2.54377 1.27664 -0.99115
H -1.11179 2.96321 -0.67703
H -0.29007 5.47185 0.68218
H 1.52877 4.27661 3.85953
H 2.08304 2.12134 4.05295
H -0.02026 1.26391 3.58016
H -1.81356 0.46005 2.40667
C 4.90823 -1.06289 1.78988
N 3.45301 -0.85108 2.02509
O 2.76258 -1.79847 2.31753
O 3.02219 0.27678 1.90673
H 5.12895 -2.10510 1.92893
H 5.11317 -0.74787 0.77064
H 5.44767 -0.45054 2.50192
C 0.35355 -3.95623 1.96178
N -0.73586 -4.96430 1.94398
O -1.11960 -5.41087 2.99889
O -1.17400 -5.26380 0.85273
H 0.64830 -3.77313 2.98646
H 1.18113 -4.35521 1.38553
H -0.03873 -3.05550 1.50140
C 7.22819 -3.88416 5.15255
N 6.45077 -3.17849 4.09652
O 5.31208 -3.53752 3.89612
O 7.01967 -2.28457 3.50436
H 6.59756 -4.64808 5.58825
H 8.10078 -4.31891 4.67655
H 7.51790 -3.14437 5.89136
C 2.12795 5.45901 -2.43324
N 0.68921 5.73421 -2.16241
O -0.07720 4.78161 -2.07067
O 0.35631 6.88311 -2.05288
H 2.26767 4.38990 -2.50680
H 2.37883 5.95487 -3.36574
H 2.69640 5.87072 -1.60680
C -3.41313 -7.36813 -1.88116
N -4.24296 -6.71653 -2.92948
O -5.31143 -7.21063 -3.18797
O -3.78863 -5.72340 -3.46778
H -3.95031 -8.22993 -1.50757
H -2.47469 -7.66063 -2.34061
H -3.24752 -6.64102 -1.09624
C -1.39724 -3.70739 -4.15700
N -0.87578 -2.31367 -4.03928
O -0.58871 -1.85892 -2.94807
O -0.76536 -1.70070 -5.07353
H -1.44803 -4.15240 -3.17257
H -2.38191 -3.65148 -4.60743
H -0.70745 -4.24853 -4.79594
C -2.60277 3.99813 -3.76154
N -3.72466 3.02949 -3.93220
O -4.10740 2.44913 -2.92998
O -4.17135 2.88033 -5.03695
H -2.31740 4.00655 -2.72103
H -1.78246 3.66136 -4.38707
H -2.95489 4.97509 -4.07636
```

For the maximum force, the calculation gives 4.67 eV/A. As for the charge: +1. As for the HOMO-LUMO gap: 7.2 eV. The HOMO energy is -0.425 hartree.

=====

[4]
Computed, not measured: a structure of composition C16H33LiN3NbOSi in a non-equilibrium geometry, with ωB97M-V/def2-TZVPD.

Geometry as XYZ:
```
56
Properties=species:S:1:pos:R:3
N -1.77819 -0.28883 -0.37067
C -2.85004 -0.62442 0.09823
O -3.87714 -0.80264 0.63286
Li -1.75236 0.96511 1.92429
Nb 0.20725 0.01310 -0.31217
N 0.20512 1.72815 -1.25953
N 0.85612 -1.50837 -1.40641
C -0.37598 2.52501 -2.35194
C 0.22622 -2.52822 -2.27304
C -0.04893 3.99749 -2.13590
C 0.21485 2.07233 -3.68113
C -1.88990 2.33405 -2.31362
C -0.44814 -3.57410 -1.38696
C 1.26737 -3.17686 -3.18248
C -0.83705 -1.81504 -3.11278
H -0.36143 4.33494 -1.14703
H -0.58631 4.59701 -2.87437
H 1.01124 4.20118 -2.25750
H 1.29539 2.20811 -3.70119
H -0.22046 2.64752 -4.50388
H -0.00269 1.02299 -3.88135
H -2.18145 1.27741 -2.35860
H -2.35566 2.84747 -3.16993
H -2.31354 2.75926 -1.39085
H 0.27289 -4.05176 -0.72433
H -0.92649 -4.34842 -2.00007
H -1.22291 -3.12477 -0.75580
H 1.96386 -3.79774 -2.62989
H 1.83281 -2.44311 -3.75569
H 0.75140 -3.82260 -3.89736
H -1.35180 -2.54536 -3.75359
H -0.40001 -1.06233 -3.78763
H -1.60372 -1.32025 -2.49500
C 1.62783 1.99768 -0.87106
H 2.00086 1.22339 -0.14427
H 2.29890 2.00238 -1.74201
H 1.71971 2.96820 -0.35910
C 2.18632 -1.79483 -0.81740
H 2.40718 -1.07652 0.00162
H 2.22916 -2.81765 -0.40471
H 2.99717 -1.67650 -1.55983
C -1.57838 0.89292 5.46998
Si -0.03109 0.04169 4.86650
C 1.51107 0.89193 5.46696
C -0.01272 -1.73492 5.42606
C -0.08115 0.18524 3.00207
C 0.22346 0.10655 1.77962
H -1.60924 0.91458 6.56756
H -2.46511 0.37450 5.08794
H -1.59081 1.91833 5.08019
H 1.53655 0.90006 6.56127
H 2.39920 0.37829 5.08491
H 1.52909 1.91872 5.08883
H -0.88691 -2.27786 5.05431
H 0.87698 -2.25547 5.05352
H -0.00841 -1.77703 6.52234
```

For the maximum force, the calculation gives 4.17 eV/A. As for the charge: +2. As for the HOMO-LUMO gap: 6.8 eV. The HOMO energy is -0.572 hartree.

=====

Which of these has the lowest HOMO-LUMO gap?
C16H33BCl7CsF5MgNO13PS2

=====

Which value of HOMO-LUMO gap does entry 4 give?
6.8 eV

=====

Which of these has the lowest charge?
C16H33BCl7CsF5MgNO13PS2